[1]
Computed, not measured: a cluster of 14 separate species, C56H140O14 in total at a distorted geometry, with the ωB97M-V functional and the def2-TZVPD basis.

XYZ file:
```
210
Properties=species:S:1:pos:R:3
C 22.8408 16.1473 15.9089
H 22.5355 18.9954 14.5668
H 12.3211 18.5496 13.1247
H 22.1014 12.1531 14.5747
H 23.6058 12.3987 9.1007
H 20.3031 23.0622 7.6354
H 25.7542 13.6709 12.9481
H 12.2362 22.2739 11.4642
C 22.3609 11.2439 15.1184
C 19.2592 23.1217 12.0357
H 13.3452 22.0215 12.8718
H 21.0051 22.9740 17.8252
H 15.3974 14.3768 8.2670
H 22.1364 18.7656 10.5304
H 15.5968 18.5202 8.1232
H 18.8617 10.8012 14.3631
H 12.1805 14.5589 10.7343
H 18.4574 17.6199 13.1527
O 19.7989 17.7485 11.6738
C 20.0740 15.0527 7.8169
H 13.2533 10.5633 8.9575
H 19.8835 12.6079 17.4441
C 17.6453 10.8365 12.7248
H 22.0266 15.4098 13.3438
C 22.5545 21.0257 15.4742
H 19.6801 21.9443 16.1198
H 16.0577 20.2799 9.9302
C 13.7193 15.4388 7.4981
H 23.4117 11.2021 15.1904
C 21.4434 19.4083 11.0231
H 23.9418 22.6002 14.0971
O 11.4255 13.1526 11.9944
H 8.2082 18.6483 15.0834
C 18.1475 23.5063 13.0086
H 13.0007 11.9289 12.1770
H 13.4455 20.2233 10.9108
H 12.1756 12.3986 13.7613
O 22.1755 22.3481 15.1157
C 8.9943 16.7767 14.3121
H 16.4205 15.9412 16.6838
H 15.6866 21.5322 14.6820
H 15.7319 12.1475 8.0554
H 17.3793 11.8674 12.9949
C 7.8363 17.7927 14.5243
H 19.7334 22.9866 19.0725
H 19.4839 9.7370 12.9804
H 17.4544 16.0090 11.8035
C 19.0126 10.6829 13.2955
H 16.8170 18.9008 6.8603
C 19.2280 16.9104 12.7517
H 25.1232 15.7582 13.5927
C 15.3912 19.3100 14.6812
H 14.4775 11.4602 9.8770
O 18.8203 23.2958 10.6385
H 19.5274 22.0740 12.2286
H 14.2232 21.4371 10.0595
H 21.2626 11.9606 9.5701
C 19.5052 18.3089 17.5415
H 18.2148 21.9068 17.0749
C 22.6889 20.0362 14.3072
O 24.2145 12.6122 11.0768
H 22.3855 24.9651 15.0579
H 23.3623 14.8647 12.1548
O 15.7988 18.3440 15.6387
H 18.3544 14.8816 12.7990
C 16.6232 18.3817 7.8179
C 13.3012 22.2386 11.8021
H 15.0025 13.8783 6.6454
C 19.9043 23.3235 9.7473
H 19.9589 16.6819 13.5383
H 14.7068 8.3336 13.8857
O 10.0578 17.5634 13.6605
H 20.7115 10.9836 16.2431
C 14.6616 11.9531 7.9788
H 15.0040 7.8719 12.2607
H 17.5337 10.8697 11.5860
H 20.5756 18.1419 17.4882
H 13.6547 8.9128 12.6458
H 13.6796 23.1999 11.5109
H 14.2270 16.3154 7.1518
C 18.5729 15.2360 7.9076
H 18.0732 20.6406 11.2517
C 16.0161 19.9590 11.0336
H 23.6604 20.1745 13.7524
H 20.6661 22.5391 10.0078
H 23.0229 15.0031 15.9837
H 26.1121 12.0055 12.3835
H 21.9489 20.2568 11.5235
C 16.8988 16.8780 7.8315
H 13.0535 17.1092 12.2372
H 20.1099 19.4398 12.8173
H 21.3441 18.1668 12.9491
H 20.1795 14.5193 19.1933
C 14.5739 14.2276 7.5857
C 23.3265 23.1347 14.8135
H 21.8449 20.3200 13.6441
O 16.8443 9.7190 13.2273
H 16.3628 16.3893 7.0308
H 21.8240 16.2352 15.5711
H 22.8509 17.9141 17.1507
H 16.9805 20.6262 15.3877
H 22.4662 16.4619 18.0043
H 9.8150 14.2173 10.1797
C 20.7080 18.7295 12.2418
C 19.5114 22.9007 8.3506
H 20.2365 13.9613 7.7907
H 18.6560 23.5107 7.9846
H 13.0364 14.7446 13.2200
H 21.7390 20.6603 16.1113
H 14.3182 19.2639 14.4339
C 13.5961 13.8414 13.0083
C 19.3324 21.9460 17.1731
C 14.7099 8.7070 12.8763
H 17.9993 24.6444 13.0177
O 18.3136 16.6447 7.8264
C 20.9647 14.1877 18.4839
H 14.2301 13.5764 13.8870
H 12.5393 12.7861 10.3223
H 15.9553 18.9527 13.7596
H 18.1253 19.9248 17.0740
H 18.3471 23.2426 14.0520
C 15.4248 16.0008 16.2292
H 12.9104 15.1303 6.8813
H 16.1529 16.7458 14.2974
C 25.3933 13.2933 10.8664
H 15.5137 18.9485 11.0582
H 19.2147 21.8606 8.3198
H 19.0069 15.2496 11.2800
H 10.8895 13.6397 8.7829
C 21.7274 11.2532 16.4373
C 12.0944 17.6474 12.5386
H 25.9872 12.9298 9.9226
H 18.0606 14.7688 7.0263
H 20.8876 14.7980 17.6062
H 24.1640 14.6565 14.3670
H 11.6017 17.9220 11.6243
C 11.1572 16.7588 13.3646
H 10.8410 15.8698 12.9198
C 23.0633 16.8554 17.2498
H 18.9893 17.4860 16.9909
H 20.5786 15.6086 8.6353
C 15.4955 9.9565 12.7297
O 21.8224 12.4597 17.0315
H 15.0832 14.9952 15.8519
H 20.9380 12.0948 18.9480
H 27.2287 13.4331 12.0829
H 22.3871 10.7812 10.5499
H 21.5430 12.1849 11.3274
H 25.2650 14.3443 10.6348
H 19.6836 11.4611 13.0598
H 22.0217 10.3653 14.5393
H 19.4545 19.6753 15.8534
H 8.6158 15.9371 13.6907
H 7.5032 18.1338 13.5757
C 26.2196 13.0442 12.1952
H 16.4341 16.3913 8.6945
H 13.3013 15.6102 8.4560
C 24.1184 15.6908 13.9551
C 18.4273 15.7278 12.1518
H 14.4771 17.0321 14.6973
C 22.8643 24.4787 14.2267
C 12.5639 12.7463 12.7797
C 15.9180 20.6446 15.2238
H 14.7163 16.2711 17.0390
H 22.8786 13.8110 9.9561
H 11.7860 16.4083 14.2486
H 24.0977 16.7709 17.5973
O 13.8870 13.1458 8.1591
H 15.0696 10.1428 8.8671
C 19.1819 19.6714 16.9026
C 10.5940 13.4936 9.8761
H 20.4654 15.4956 6.8897
C 23.2320 12.7854 10.0589
H 18.1009 14.7361 8.7495
C 19.9181 23.0706 17.9962
C 14.0417 21.1376 11.1087
H 15.5593 20.8384 16.2516
C 14.3132 10.8859 8.9704
C 11.8145 13.5050 10.6944
O 15.2451 20.8607 11.7816
H 9.2917 16.4303 15.3270
H 22.8429 16.6320 12.4148
H 23.4680 21.0590 16.1268
O 19.8310 20.6936 17.6522
H 22.1602 24.3284 13.4118
H 20.5975 19.7485 10.3964
H 20.4020 24.2531 9.8044
H 23.7390 25.0224 13.8189
H 23.9265 23.2548 15.7295
H 10.0788 12.4914 9.9101
H 14.5446 11.5679 6.9289
H 19.7374 24.1095 17.6028
H 19.0514 18.2794 18.4641
H 15.4895 10.2886 11.6863
O 23.7881 16.6084 14.9863
H 14.2578 13.9791 12.1545
H 20.0802 23.7974 12.1677
H 14.9555 10.7670 13.2962
C 20.8119 12.7613 18.0221
C 22.0283 11.8662 10.4176
H 22.0366 10.4485 17.1264
C 23.0770 15.6575 12.8958
C 17.4188 19.7962 11.5471
C 15.4482 17.0424 15.1233
H 6.9387 17.4766 14.9566
H 17.9244 18.8900 11.3492
H 17.3297 19.7572 12.6034
H 17.1695 22.9540 12.8526
H 21.9895 14.2499 18.9695
H 17.2280 18.8433 8.6328
```

The calculation puts the HOMO-LUMO gap at 0.360 Ha. For the energy above the lowest of the compared OMol25 structures with the same formula, charge and spin, the calculation gives 392.4 kJ/mol. The calculation puts the HOMO energy at -9.5 eV.

Atomic partial charges in e from the Mulliken method, atoms 1 to 99: 0.81 -0.31 0.15 0.07 0.36 0.41 0.00 0.36 -0.95 0.65 0.25 0.23 0.22 0.39 0.38 0.23 -0.14 -0.49 0.02 -1.10 0.30 0.35 0.10 -0.06 -0.18 -0.11 0.42 -1.24 0.44 -1.23 0.31 -0.51 0.30 -0.92 0.27 0.22 0.35 -0.18 -0.15 0.27 0.48 0.31 0.12 -1.34 0.32 0.34 0.36 -1.09 0.35 1.06 0.52 0.92 -0.09 -0.40 -0.29 0.31 0.32 -1.30 0.20 0.22 -0.20 0.31 -0.36 -0.48 0.58 -0.90 -1.32 0.35 -0.13 0.07 0.39 -0.36 0.26 -0.27 0.37 0.21 0.09 0.36 0.35 0.38 0.00 -0.27 -0.68 0.24 0.11 0.25 0.35 0.31 -0.18 0.24 0.23 -0.36 0.37 -0.04 -0.41 -0.39 -0.43 0.39 -0.19

---

[2]
Computed, not measured: a structure of composition C56H154CdN9O18 at a distorted geometry, with the ωB97M-V functional and the def2-TZVPD basis.

XYZ file:
```
238
Properties=species:S:1:pos:R:3
H 2.3567 -25.0533 -9.7851
H 7.3829 -27.4929 -15.4293
H 6.6251 -21.9166 -20.1782
H 6.1097 -19.5708 -18.4627
H 7.6946 -20.5040 -14.4614
C 9.1483 -26.7385 -12.7050
C 3.9984 -19.7035 -11.0433
H 4.5251 -23.7227 -12.3174
H 3.9142 -20.1901 -14.5124
H 8.2330 -21.7984 -20.8697
H 9.4868 -31.2072 -13.8162
H 8.6858 -21.7734 -10.8144
C 8.0638 -26.0838 -11.8462
H 3.5930 -20.3307 -10.2494
C 6.6846 -21.0281 -22.2170
H 10.2810 -25.1458 -17.2533
H 7.8616 -27.2799 -22.0095
N 11.5551 -21.7424 -23.5227
H 12.3950 -19.3406 -13.4841
H 11.3723 -19.1352 -23.9908
H 10.5059 -17.4732 -15.8400
H 12.1335 -19.4077 -18.2971
H 10.0588 -16.0175 -12.6745
C 11.7235 -21.0387 -21.0897
C 12.8141 -24.7088 -13.2101
H 7.0937 -23.3595 -13.2342
H 17.2093 -21.5169 -16.4335
C 6.7178 -29.9102 -15.3296
C 9.3186 -28.1133 -12.2140
C 6.6060 -22.9907 -14.1365
H 13.8613 -26.9097 -20.6744
H 12.0660 -21.1626 -18.4837
H 4.8850 -18.5062 -17.7542
H 8.3000 -24.2274 -24.1700
H 4.1099 -22.5137 -10.2985
H 10.7220 -24.6187 -11.5821
C 11.1871 -19.4975 -22.9796
H 2.0184 -23.8025 -10.9664
H 7.9298 -22.9877 -25.4626
H 7.9324 -18.1255 -13.2890
H 12.6589 -22.5650 -12.7992
O 4.7016 -23.9565 -9.0427
H 4.5668 -25.3317 -11.5766
H 8.4790 -14.9448 -14.8133
H 9.5518 -23.3197 -24.8691
H 8.3439 -28.5742 -12.0542
N 12.4856 -19.4740 -14.4811
H 10.2856 -28.1050 -21.3991
C 9.3319 -22.4366 -10.2392
C 10.4933 -30.0730 -18.3453
H 11.4006 -18.7112 -22.2556
C 14.8356 -24.6323 -19.0044
C 10.0730 -29.2501 -17.0860
N 10.4633 -27.8822 -17.2838
H 11.8939 -20.2777 -14.6364
H 10.2242 -31.1218 -18.2201
C 8.3175 -21.3484 -14.7566
H 7.3952 -25.8047 -21.6695
C 12.8292 -27.2271 -20.5258
H 4.2563 -21.3561 -12.6317
H 5.8150 -27.9123 -13.6116
C 8.3946 -17.9874 -18.3932
H 9.8237 -28.6620 -13.0089
H 9.9738 -28.2291 -11.3506
H 14.5487 -18.2984 -13.3432
C 2.5960 -24.0288 -10.0702
H 6.3463 -21.9098 -24.1053
O 8.3262 -22.3088 -23.5657
O 6.6898 -27.6306 -16.0791
H 5.1402 -28.9948 -16.3371
H 15.5496 -21.6905 -16.9092
H 10.1074 -32.6594 -14.3972
H 13.8904 -19.6314 -16.0226
H 12.2454 -24.5281 -14.1223
H 5.9032 -21.0530 -9.7511
H 8.4433 -25.8802 -10.8449
H 6.2536 -21.2871 -11.4680
H 5.1515 -19.9105 -21.3768
H 7.2230 -20.2567 -10.3085
H 10.5130 -29.3547 -14.9938
C 10.6493 -24.2747 -16.7113
H 10.6493 -21.2181 -21.0447
H 14.1822 -23.4132 -11.3974
C 6.8426 -17.6194 -18.2405
H 12.8943 -28.2959 -20.7296
C 4.0398 -19.5462 -13.6420
N 7.4914 -14.9606 -14.6023
H 10.3018 -17.6805 -12.5008
H 12.1872 -21.9928 -20.8394
H 5.0606 -19.1755 -13.5493
H 6.3521 -23.0471 -22.8033
H 2.0236 -23.4480 -9.3470
H 11.2711 -31.3477 -13.7674
O 11.8708 -26.6312 -21.4195
H 8.8766 -18.0515 -17.4177
H 11.3415 -16.8068 -13.6210
H 11.0811 -21.6751 -16.5692
C 8.5066 -23.2353 -24.5715
H 6.1075 -30.6337 -14.7891
C 12.4111 -23.4917 -12.2816
H 16.3840 -24.7301 -17.5796
H 6.4068 -17.2719 -19.1772
H 8.8951 -17.1405 -18.8624
H 13.0488 -20.4811 -22.7698
H 14.0632 -17.5881 -14.7537
H 8.8722 -23.4154 -10.1021
C 10.4584 -27.0512 -21.1805
N 2.2679 -20.6110 -12.5075
H 5.8248 -24.1981 -11.2974
H 2.0751 -20.8555 -13.4683
H 1.9454 -21.4401 -12.0292
H 13.8783 -23.7109 -16.6006
H 15.2105 -25.2592 -19.8134
C 7.4265 -15.9238 -13.4876
O 10.3836 -31.1765 -15.7065
C 13.8505 -19.7577 -14.9406
H 7.1070 -21.3441 -17.0842
H 8.2060 -26.4872 -19.5233
C 5.9497 -18.7388 -17.7769
H 16.2898 -20.1153 -16.4825
H 7.5435 -17.5356 -14.8832
C 9.3747 -20.8661 -15.6090
H 10.5519 -21.8427 -23.5834
C 4.7421 -24.2704 -11.4003
C 6.4986 -21.8635 -16.3439
C 3.7025 -20.4404 -12.4247
H 8.7569 -21.7306 -18.0312
C 5.9043 -15.9291 -13.1773
N 8.0618 -26.5094 -21.3880
H 8.7832 -24.0609 -21.7919
C 10.8464 -23.5766 -11.8762
H 5.7418 -16.4712 -17.3092
O 9.4243 -17.1454 -14.3947
H 4.5232 -29.0607 -14.1020
H 5.6395 -16.8883 -12.7324
H 10.1330 -19.7447 -22.8536
C 16.2015 -21.1670 -16.2099
H 8.7863 -21.6574 -13.8224
H 7.0198 -15.4807 -15.3284
Cd 6.4734 -26.0555 -17.6027
H 9.4601 -26.0916 -22.8777
H 10.0480 -29.7072 -19.2704
H 7.1638 -26.6948 -11.7764
N 5.2596 -20.6264 -22.0810
H 10.3309 -26.9166 -20.1064
H 6.6908 -23.7107 -18.9425
H 10.2410 -27.2922 -16.4948
H 7.9439 -15.4964 -12.6287
H 10.0554 -22.6390 -18.7619
H 7.3069 -20.3887 -20.3051
H 4.0805 -24.6854 -16.5821
C 4.0468 -23.5952 -10.1781
H 11.4692 -27.8008 -17.2422
H 11.6147 -23.8587 -16.9993
O 4.8861 -25.1686 -16.3988
C 6.2355 -20.5542 -10.6615
H 13.8845 -24.8069 -13.3910
H 4.4341 -27.4198 -14.6585
H 9.0111 -29.3416 -16.8578
O 8.7181 -26.7975 -14.0787
N 8.3156 -23.6110 -15.8660
H 8.5029 -25.9208 -14.4054
C 14.5136 -24.5796 -16.4280
H 9.7765 -24.5148 -20.3182
H 11.8852 -29.9580 -15.9077
H 8.5863 -18.9058 -18.9481
C 9.1773 -22.7321 -18.1229
H 8.4505 -23.3997 -18.5856
C 7.4571 -22.5238 -15.3128
H 11.9497 -22.6035 -23.1723
C 10.3677 -31.6037 -14.3210
N 13.2298 -23.6165 -11.1296
C 11.9876 -20.6585 -22.5950
H 10.1254 -26.2576 -12.7500
H 7.6549 -29.6233 -14.8526
H 3.2968 -18.7524 -13.7184
H 10.2841 -23.4256 -12.7977
C 8.0727 -17.2818 -13.9647
C 5.1374 -28.2146 -14.4101
H 16.0422 -26.8163 -18.1936
C 11.6851 -20.2179 -18.8720
C 14.5072 -21.1748 -14.5438
H 5.9252 -23.7821 -14.4502
H 10.7192 -22.3857 -15.1340
H 12.5665 -27.0043 -19.4916
C 10.7983 -29.8767 -15.9072
C 6.9026 -22.2008 -23.2142
C 10.2104 -22.0674 -16.0439
C 9.3821 -26.1362 -21.7914
C 9.5265 -23.2356 -16.7373
H 15.2025 -24.3159 -15.6255
H 12.4688 -25.6583 -12.8010
H 11.5790 -30.0747 -18.4420
C 5.9058 -28.7327 -15.6069
H 4.6883 -24.9136 -8.9690
H 5.8920 -21.0620 -15.9221
H 14.3094 -21.4053 -13.4970
H 7.8399 -25.0573 -12.1364
H 5.6221 -15.0056 -12.6716
O 6.0217 -24.3748 -18.7769
H 5.9182 -22.2163 -13.7970
C 15.3490 -25.0700 -17.6165
H 10.4389 -24.2661 -21.9074
H 5.2708 -15.9960 -14.0618
O 10.6418 -22.4958 -10.8819
C 10.3168 -16.8993 -13.2609
H 5.2488 -24.7444 -15.6211
H 10.9025 -24.6035 -15.7034
H 6.9907 -30.4090 -16.2596
H 13.8991 -25.3086 -15.8997
O 15.8910 -21.3085 -14.8089
C 7.2491 -21.3297 -20.8521
H 4.6754 -21.3754 -21.7378
H 10.6265 -20.0831 -18.6500
O 5.4013 -19.4547 -10.9246
O 8.1577 -26.6286 -18.5778
H 3.5428 -18.7221 -10.9118
H 9.9070 -20.0892 -15.0602
O 6.6882 -16.6313 -17.2902
H 5.8153 -22.5631 -16.8252
H 9.0191 -26.9733 -18.3424
H 9.5177 -21.9831 -9.2656
H 11.7931 -18.2068 -15.5287
H 6.3289 -18.8987 -16.7675
H 9.0554 -20.2430 -16.4444
O 7.6830 -24.8769 -16.1916
H 13.9881 -21.9579 -15.0964
C 14.5822 -18.4853 -14.4165
O 12.0934 -19.9744 -20.2343
O 11.4067 -17.5838 -16.1442
H 5.2152 -23.9951 -19.1256
C 9.5801 -24.6787 -21.3778
H 13.7470 -24.6207 -19.0583
H 7.2713 -20.2278 -22.6680
H 15.1958 -23.6483 -19.3046
O 15.4004 -26.5006 -17.5532
H 12.9962 -22.7772 -10.6187
H 15.6249 -18.3141 -14.6842
```

The calculation puts the HOMO-LUMO gap at 0.218 Ha. The calculation puts the HOMO energy at -9.2 eV. Its charge is +1.

Atomic partial charges in e from the Mulliken method, atoms 1 to 99: 0.39 -0.21 0.09 -0.18 0.26 1.62 -1.11 0.04 0.44 -0.39 0.21 -0.04 -0.45 0.34 0.41 -0.71 0.33 -0.68 0.27 0.39 0.43 0.37 0.39 0.77 -0.62 -0.60 0.33 -1.21 -1.57 0.02 0.24 0.14 0.48 0.27 -0.76 0.28 -1.26 0.31 0.35 0.31 -0.58 -0.60 0.64 0.37 0.32 0.34 0.38 0.64 -0.41 -1.56 0.40 -1.34 1.01 0.29 -0.80 0.44 -0.92 0.15 -0.47 -1.05 0.08 -0.12 0.13 0.40 0.40 -1.66 0.41 -0.07 0.12 0.44 0.17 0.29 0.06 -0.58 0.43 0.69 -0.03 0.26 0.41 -0.41 -0.21 -0.59 0.32 -0.01 0.33 -1.54 -0.77 0.36 0.19 -0.13 0.28 0.43 0.33 -0.44 -0.40 0.21 0.22 -0.89 0.57